1.
Entry from the OMol25 dataset: an isolated molecule of C3H2N4O at a distorted geometry (wB97M-V/def2-TZVPD).

CARTESIAN COORDINATES (ANGSTROEM)
H: -2.8188 -0.1175 0.5451
N: -2.1707 -0.9372 0.0626
C: -1.0499 -0.5236 -0.0968
N: -0.7596 0.8580 -0.0098
N: 0.6779 1.0700 -0.2441
C: 1.1280 -0.1084 -0.4648
C: 2.6292 -0.2783 -0.1312
N: 3.7325 -0.5365 0.2622
O: 0.0884 -1.1748 -0.2964
H: -1.4571 1.7483 0.3732

Results
Net charge: 0
Gap between HOMO and LUMO, eV: 9.39

---

2.
Entry from the OMol25 dataset: an isolated molecule of C3H2N4O at a distorted geometry (wB97M-V/def2-TZVPD).

CARTESIAN COORDINATES (ANGSTROEM)
O: 1.9140 -1.2444 0.1037
C: 0.7602 -0.8793 -0.1812
C: -0.2385 -1.0051 0.9293
N: -0.8252 -0.0218 1.5566
C: -0.9677 1.1388 0.7309
N: -0.6778 1.6248 -0.4958
N: -0.3886 0.7158 -1.5296
N: 0.3245 -0.2810 -1.3269
H: -0.6327 -1.8272 1.3301
H: -1.0332 1.9914 1.5357

Results
Net charge: 0
Gap between HOMO and LUMO, eV: 8.66